Record 1
{
  "formula": "C23H25F3N2O3",
  "method": "the ωB97M-V functional and the def2-TZVPD basis",
  "e_above_lowest_kcal_mol": 0.6,
  "max_force_ev_per_a": 0.6,
  "charge": 0,
  "e_lumo_ev": 0.674,
  "homo_energy_ev": -8.707,
  "total_energy_ev": -41533.9782,
  "species": ["C", "O", "C", "C", "C", "C", "C", "C", "N", "C", "C", "C", "O", "N", "C", "C", "C", "C", "C", "C", "C", "C", "C", "F", "F", "F", "C", "C", "C", "O", "C", "H", "H", "H", "H", "H", "H", "H", "H", "H", "H", "H", "H", "H", "H", "H", "H", "H", "H", "H", "H", "H", "H", "H", "H", "H"],
  "xyz": [[1.929, -0.416, -4.829], [1.381, -1.219, -3.812], [2.012, -1.269, -2.612], [3.210, -0.629, -2.308], [3.759, -0.768, -1.043], [3.128, -1.521, -0.071], [1.932, -2.165, -0.366], [1.200, -2.978, 0.671], [-0.168, -2.528, 0.810], [-0.415, -1.178, 1.245], [-1.487, -1.164, 2.348], [-1.794, 0.286, 2.703], [-1.394, 0.798, 3.728], [-2.534, 0.955, 1.790], [-2.789, 2.370, 1.916], [-1.948, 3.198, 0.927], [-0.503, 2.785, 0.997], [0.197, 2.996, 2.180], [1.500, 2.563, 2.333], [2.141, 1.909, 1.294], [1.477, 1.709, 0.099], [0.164, 2.144, -0.049], [-0.515, 1.905, -1.368], [0.282, 1.339, -2.280], [-1.588, 1.083, -1.259], [-0.979, 3.032, -1.941], [-2.717, -1.986, 1.918], [-2.539, -2.590, 0.523], [-1.204, -3.300, 0.407], [-1.074, -4.438, 0.004], [1.385, -2.036, -1.630], [1.254, -0.516, -5.678], [2.927, -0.760, -5.120], [1.975, 0.634, -4.526], [3.722, -0.027, -3.042], [4.692, -0.272, -0.818], [3.566, -1.617, 0.912], [1.709, -2.913, 1.639], [1.146, -4.027, 0.364], [0.517, -0.755, 1.628], [-0.736, -0.558, 0.400], [-1.046, -1.607, 3.245], [-2.765, 0.517, 0.913], [-2.533, 2.629, 2.945], [-3.851, 2.568, 1.749], [-2.039, 4.252, 1.196], [-2.355, 3.077, -0.075], [-0.296, 3.496, 2.998], [2.012, 2.729, 3.268], [3.154, 1.557, 1.405], [1.972, 1.205, -0.716], [-2.866, -2.801, 2.628], [-3.620, -1.373, 1.940], [-3.332, -3.309, 0.314], [-2.576, -1.811, -0.243], [0.462, -2.537, -1.881]],
  "mulliken_charge": [-0.89, -0.43, 0.39, -0.30, -0.88, -0.62, 0.65, -1.32, 0.25, -1.07, 0.81, -0.06, -0.68, -0.03, -1.05, -0.96, 0.51, -0.39, -0.87, -0.57, -0.78, 0.61, 0.61, -0.25, -0.23, -0.30, -1.05, -0.52, 0.72, -0.70, -0.25, 0.25, 0.36, 0.33, 0.43, 0.37, 0.40, 0.35, 0.45, 0.40, 0.00, 0.47, 0.24, 0.47, 0.46, 0.45, 0.40, 0.39, 0.40, 0.48, 0.61, 0.40, 0.43, 0.38, 0.19, 0.54]
}

Record 2
{
  "formula": "C2H9NS",
  "method": "the ωB97M-V functional and the def2-TZVPD basis",
  "e_above_lowest_kcal_mol": 54.2,
  "max_force_ev_per_a": 4.1,
  "charge": 0,
  "e_lumo_ev": 0.933,
  "homo_energy_ev": -8.341,
  "total_energy_ev": -14542.9423,
  "species": ["H", "H", "C", "C", "S", "H", "H", "H", "H", "N", "H", "H", "H"],
  "xyz": [[-1.508, -2.898, -3.493], [-1.464, -2.250, -3.170], [-0.038, 0.001, 0.842], [-0.251, -0.137, -0.619], [-1.448, 0.947, 0.279], [-0.477, -0.634, 1.576], [0.809, 0.505, 1.275], [-0.663, -1.091, -1.034], [0.355, 0.433, -1.281], [2.708, -0.793, 0.068], [3.477, -0.566, 0.784], [2.991, -0.590, -0.824], [2.416, -1.690, -0.117]],
  "mulliken_charge": [0.18, -0.18, -0.37, -0.52, -0.18, 0.30, 0.25, 0.22, 0.31, -0.63, 0.22, 0.20, 0.21]
}

Record 3
{
  "formula": "C13H32BN2O13P2S2",
  "method": "the ωB97M-V functional and the def2-TZVPD basis",
  "max_force_ev_per_a": 1.8,
  "charge": -1,
  "e_lumo_ev": 2.512,
  "homo_energy_ev": -4.176,
  "total_energy_ev": -84522.0281,
  "species": ["C", "S", "O", "O", "B", "P", "O", "O", "O", "C", "C", "C", "O", "C", "O", "C", "O", "O", "C", "S", "P", "N", "O", "O", "H", "H", "H", "H", "H", "H", "H", "H", "H", "H", "H", "H", "H", "H", "H", "H", "H", "C", "O", "C", "C", "N", "C", "C", "O", "C", "H", "H", "H", "H", "H", "H", "H", "H", "H", "H", "H", "H", "H", "H", "H"],
  "xyz": [[-0.058, -1.857, -2.105], [-0.968, -0.425, -1.498], [-1.324, -0.722, -0.112], [-2.123, -0.212, -2.352], [0.139, 1.162, -1.538], [-0.560, 2.268, -0.026], [-2.026, 2.892, -0.534], [0.483, 3.601, 0.083], [0.122, 1.647, -2.902], [1.319, 2.279, -3.247], [1.670, 2.081, -4.722], [0.491, 2.111, -5.697], [-0.529, 1.141, -5.528], [-0.106, -0.134, -5.369], [-0.253, -1.001, -6.209], [1.065, 3.811, -2.994], [-0.303, 4.100, -3.217], [-0.661, 5.095, -2.239], [2.320, 1.641, -2.208], [3.534, 2.756, -1.374], [3.357, 0.228, -2.875], [4.315, -0.137, -1.501], [4.525, 0.926, -3.810], [1.568, 0.951, -1.265], [-0.620, -2.256, -2.945], [-0.099, -2.595, -1.311], [0.958, -1.587, -2.373], [-2.449, 3.203, 0.267], [0.014, 4.375, -0.251], [2.298, 2.926, -5.008], [2.273, 1.195, -4.909], [0.902, 2.020, -6.705], [0.015, 3.086, -5.649], [0.337, -0.353, -4.391], [1.672, 4.440, -3.651], [1.268, 4.068, -1.965], [-1.618, 4.989, -2.196], [2.928, 3.947, -1.331], [5.213, -0.477, -1.816], [3.853, -0.804, -0.902], [4.365, 1.872, -3.896], [-2.529, -4.250, 2.529], [-1.292, -3.617, 2.769], [-1.319, -2.202, 2.528], [-1.117, -1.447, 3.821], [-2.271, -1.590, 4.707], [-2.062, -1.070, 6.052], [-1.022, -1.760, 6.929], [-1.361, -3.087, 7.294], [-0.965, -4.087, 6.373], [-2.377, -5.323, 2.644], [-3.298, -3.929, 3.242], [-2.883, -4.053, 1.512], [-2.242, -1.899, 2.035], [-0.499, -1.967, 1.852], [-0.970, -0.389, 3.590], [-0.197, -1.829, 4.287], [-2.509, -2.570, 4.773], [-3.021, -1.128, 6.574], [-1.805, -0.009, 5.978], [-0.963, -1.200, 7.867], [-0.020, -1.730, 6.486], [-0.048, -3.816, 5.847], [-1.750, -4.298, 5.642], [-0.785, -5.003, 6.940]],
  "mulliken_charge": [-1.01, 1.38, -0.57, -0.79, 0.41, -0.26, -0.47, -0.54, -0.40, 1.54, -1.56, -0.90, -0.30, 0.43, -0.60, -1.38, -0.13, -0.49, 1.00, -0.23, 0.02, -0.56, -0.56, -0.63, 0.38, 0.33, 0.15, 0.31, 0.26, 0.52, 0.52, 0.45, 0.43, 0.20, 0.38, 0.26, 0.34, 0.25, 0.23, 0.24, 0.36, -0.69, -0.39, -0.75, -0.08, -0.36, -0.72, -0.48, -0.42, -0.55, 0.25, 0.31, 0.30, 0.47, 0.21, 0.46, 0.13, 0.09, 0.37, 0.41, 0.35, 0.34, 0.28, 0.19, 0.28]
}

Record 4
{
  "formula": "C14H30N3O6P",
  "method": "the ωB97M-V functional and the def2-TZVPD basis",
  "max_force_ev_per_a": 0.5,
  "charge": 0,
  "e_lumo_ev": 0.446,
  "homo_energy_ev": -8.555,
  "total_energy_ev": -41050.0457,
  "species": ["C", "P", "O", "C", "C", "C", "C", "O", "O", "H", "H", "H", "H", "H", "H", "H", "H", "H", "C", "N", "C", "C", "O", "H", "H", "H", "H", "H", "H", "H", "C", "N", "C", "C", "O", "H", "H", "H", "H", "H", "H", "H", "C", "N", "C", "C", "O", "H", "H", "H", "H", "H", "H", "H"],
  "xyz": [[-4.042, 1.037, -1.953], [-3.511, -0.708, -1.687], [-4.944, -1.489, -1.444], [-3.211, -1.144, -3.471], [-1.698, -0.987, -3.753], [-1.199, -2.390, -3.408], [-2.328, -3.198, -4.007], [-2.307, -4.192, -4.672], [-3.492, -2.547, -3.705], [-5.050, 1.214, -1.571], [-3.992, 1.324, -3.010], [-3.335, 1.674, -1.407], [-4.923, -1.897, -0.569], [-3.823, -0.568, -4.174], [-1.231, -0.184, -3.170], [-1.529, -0.767, -4.813], [-1.235, -2.531, -2.319], [-0.223, -2.650, -3.814], [2.556, -3.793, 0.186], [1.118, -3.752, 0.344], [0.313, -2.658, 0.453], [0.975, -1.301, 0.388], [-0.892, -2.784, 0.582], [2.832, -4.297, -0.742], [3.024, -4.325, 1.017], [2.957, -2.785, 0.158], [0.618, -4.626, 0.388], [0.205, -0.543, 0.488], [1.696, -1.182, 1.199], [1.485, -1.166, -0.567], [-1.594, 5.796, 1.340], [-0.762, 5.119, 0.366], [-1.131, 4.562, -0.818], [-2.593, 4.643, -1.197], [-0.311, 4.016, -1.535], [-1.262, 6.825, 1.487], [-1.563, 5.282, 2.302], [-2.625, 5.818, 1.000], [0.222, 5.029, 0.563], [-2.718, 4.153, -2.157], [-3.212, 4.136, -0.455], [-2.924, 5.679, -1.281], [5.794, -1.673, 3.968], [4.356, -1.639, 4.146], [3.544, -0.552, 4.256], [4.195, 0.811, 4.186], [2.342, -0.686, 4.402], [6.060, -2.185, 3.042], [6.276, -2.192, 4.798], [6.189, -0.664, 3.923], [3.863, -2.516, 4.207], [3.416, 1.559, 4.289], [4.922, 0.940, 4.988], [4.703, 0.954, 3.231]],
  "mulliken_charge": [-1.05, 0.39, -0.59, -0.05, -0.74, -0.03, 0.42, -0.58, -0.41, 0.37, 0.31, 0.16, 0.34, 0.47, 0.34, 0.32, -0.10, 0.37, -0.84, -0.18, 0.83, -1.20, -0.65, 0.28, 0.27, 0.31, 0.23, 0.27, 0.31, 0.36, -0.80, -0.15, 0.79, -1.37, -0.65, 0.28, 0.28, 0.31, 0.22, 0.27, 0.39, 0.46, -0.82, -0.16, 0.85, -1.35, -0.64, 0.27, 0.29, 0.30, 0.22, 0.31, 0.38, 0.36]
}

Record 5
{
  "formula": "C11H31Cl4O10P",
  "method": "the ωB97M-V functional and the def2-TZVPD basis",
  "e_above_lowest_kcal_mol": 12.0,
  "max_force_ev_per_a": 2.2,
  "charge": 0,
  "e_lumo_ev": 0.240,
  "homo_energy_ev": -10.062,
  "total_energy_ev": -91762.4930,
  "species": ["C", "O", "P", "O", "O", "C", "O", "C", "H", "H", "H", "H", "H", "H", "H", "H", "H", "Cl", "C", "Cl", "H", "H", "Cl", "C", "Cl", "H", "H", "O", "C", "C", "O", "H", "H", "H", "H", "H", "H", "O", "C", "C", "O", "H", "H", "H", "H", "H", "H", "O", "C", "C", "O", "H", "H", "H", "H", "H", "H"],
  "xyz": [[4.762, 24.745, -2.260], [5.601, 24.650, -3.375], [6.178, 23.276, -3.942], [5.213, 22.153, -3.865], [6.748, 23.611, -5.456], [7.531, 24.786, -5.686], [7.554, 23.130, -3.098], [8.346, 21.967, -3.401], [4.423, 23.759, -1.943], [3.922, 25.409, -2.461], [5.348, 25.128, -1.424], [8.597, 24.557, -5.665], [7.344, 25.514, -4.896], [7.304, 25.198, -6.669], [9.289, 22.178, -3.904], [7.799, 21.354, -4.118], [8.462, 21.330, -2.524], [5.039, 33.285, -7.624], [4.176, 33.780, -9.145], [3.894, 35.566, -9.034], [4.807, 33.506, -9.990], [3.209, 33.282, -9.209], [2.322, 27.295, -6.428], [2.604, 28.900, -5.692], [4.240, 28.884, -5.028], [2.527, 29.715, -6.411], [1.855, 29.134, -4.936], [6.893, 30.700, 0.637], [5.558, 30.300, 0.279], [4.550, 31.079, 1.176], [4.578, 32.415, 0.786], [6.899, 31.638, 0.842], [5.335, 30.632, -0.735], [5.542, 29.210, 0.251], [4.804, 30.914, 2.223], [3.522, 30.748, 1.030], [3.791, 32.529, 0.249], [-1.930, 27.069, -10.709], [-1.824, 28.283, -9.977], [-2.656, 29.466, -10.599], [-2.722, 30.603, -9.782], [-2.816, 26.742, -10.538], [-2.170, 28.083, -8.963], [-0.783, 28.573, -9.828], [-3.675, 29.227, -10.905], [-2.109, 29.747, -11.499], [-3.293, 31.188, -10.287], [-3.948, 30.125, -4.880], [-3.077, 30.631, -3.866], [-2.257, 31.770, -4.460], [-1.510, 31.342, -5.549], [-3.854, 29.171, -4.916], [-3.560, 30.908, -2.929], [-2.346, 29.884, -3.554], [-1.475, 32.159, -3.808], [-2.949, 32.586, -4.668], [-2.178, 31.232, -6.230]],
  "mulliken_charge": [-0.70, -0.11, 0.93, -0.67, -0.30, -0.54, -0.31, -0.75, 0.31, 0.22, 0.29, 0.23, 0.29, 0.24, 0.27, 0.33, 0.28, -0.15, -0.23, -0.15, 0.27, 0.25, -0.16, -0.19, -0.15, 0.25, 0.24, -0.53, -0.12, -0.57, -0.50, 0.30, 0.18, 0.31, 0.25, 0.35, 0.33, -0.52, -0.40, -0.29, -0.49, 0.31, 0.25, 0.29, 0.31, 0.23, 0.31, -0.51, -0.32, -0.44, -0.48, 0.31, 0.30, 0.25, 0.33, 0.27, 0.29]
}